No. 1
Formula: C3H2F5N2P
Source: the OMol25 dataset
Level of theory: ωB97M-V with the def2-TZVPD basis set

The geometry in XYZ format:
```
13
Properties=species:S:1:pos:R:3:forces:R:3:nbo_charge:R:1
C -0.541 0.520 0.021 -0.7905 1.4386 -3.1635 -0.378
C -2.043 0.191 -0.183 0.9242 -1.5715 1.7625 0.475
C 2.412 -0.188 -0.037 0.2535 0.0317 2.8496 1.024
N 0.091 -0.724 -0.049 0.6766 -2.3182 0.2876 -0.136
N -0.555 -1.658 0.591 1.1482 0.2900 -0.4178 -0.527
F -2.874 1.139 0.210 -0.6404 1.0698 0.6830 -0.325
F -2.312 -0.042 -1.456 -0.0728 -0.1447 -1.8176 -0.334
F 3.354 -1.089 0.274 -0.9051 0.4374 -0.3471 -0.320
F 2.655 0.354 -1.179 -0.0763 0.3779 -0.7091 -0.301
F 2.392 0.760 0.975 -0.0305 -0.9782 -1.4361 -0.356
P -2.165 -1.571 0.768 0.2382 1.4348 -0.3634 0.709
H -0.113 1.197 -0.766 -0.7211 -0.7872 -0.0710 0.230
H -0.302 1.110 0.831 -0.0042 0.7195 2.7428 0.239
```
Positions in Å, forces in eV/Å.

Properties
Orbital gap (alpha / beta) in Eh: 0.316 / 0.259
Strongest force on any atom in eV/Å: 3.56
E_HOMO (alpha / beta) in Eh: -0.3370 / -0.3307
LUMO (alpha / beta) in eV: -0.56 / -1.94

No. 2
Formula: C3H2FFeO
Source: the OMol25 dataset
Level of theory: ωB97M-V with the def2-TZVPD basis set

The geometry in XYZ format:
```
8
Properties=species:S:1:pos:R:3:forces:R:3:nbo_charge:R:1
C 0.598 -0.055 -0.816 0.5665 -0.3823 -2.6951 0.413
O -0.759 -0.767 -0.687 0.8528 2.2507 2.1571 -0.301
C -0.877 -0.144 0.571 -0.7355 -1.6118 -2.1848 -0.133
C 0.297 0.572 0.479 1.0345 0.5791 0.4042 -0.068
F 0.695 0.735 -1.933 -0.5406 -0.9536 1.6901 -0.275
H 1.370 -0.833 -0.884 -0.1820 0.2612 0.1790 0.218
H 0.879 1.154 1.187 -0.1685 0.1509 -0.2942 0.263
Fe -2.203 -0.662 2.081 -0.8272 -0.2941 0.7437 0.883
```
Positions in Å, forces in eV/Å.

Properties
Orbital gap (alpha / beta) in Eh: 0.249 / 0.275
Net charge: +1
⟨S²⟩: 12.015
Multiplicity: 7
Strongest force on any atom in eV/Å: 3.23
E_HOMO (alpha / beta) in Eh: -0.4407 / -0.5845
LUMO (alpha / beta) in eV: -5.20 / -8.43

No. 3
Formula: C3H2FMnO2
Source: the OMol25 dataset
Level of theory: ωB97M-V with the def2-TZVPD basis set

The geometry in XYZ format:
```
9
Properties=species:S:1:pos:R:3:forces:R:3:nbo_charge:R:1
F -2.648 1.182 0.173 -0.6175 -1.4145 0.7892 -0.347
H -1.167 -1.519 -0.554 1.2272 1.0884 -0.3027 0.162
O -0.089 0.247 -0.074 0.4250 1.1309 -1.0862 -0.867
C -1.182 -0.390 -0.430 -2.0459 -5.1904 1.6466 0.036
C -2.418 -0.191 0.036 0.9913 4.1983 0.0711 0.206
H -3.017 -0.855 0.653 -0.6119 -0.0451 -1.1326 0.219
Mn 1.638 0.304 0.139 0.9257 0.3047 -0.0360 1.486
O 4.996 0.656 -0.011 -0.8139 -0.0224 0.0663 -0.293
C 3.885 0.567 0.067 0.5199 -0.0499 -0.0158 0.398
```
Positions in Å, forces in eV/Å.

Properties
Orbital gap (alpha / beta) in Eh: 0.256 / 0.219
Net charge: +1
⟨S²⟩: 8.779
Multiplicity: 6
Strongest force on any atom in eV/Å: 5.82
E_HOMO (alpha / beta) in Eh: -0.4552 / -0.4534
LUMO (alpha / beta) in eV: -5.42 / -6.39

No. 4
Formula: C3H2FNOS
Source: the OMol25 dataset
Level of theory: ωB97M-V with the def2-TZVPD basis set

The geometry in XYZ format:
```
9
Properties=species:S:1:pos:R:3:forces:R:3:nbo_charge:R:1
C -0.215 0.184 -1.145 3.4654 -2.9894 -0.1941 -0.340
C -0.705 1.224 -0.896 -5.5226 2.7390 -0.6200 0.400
F -1.885 1.747 -1.044 0.4362 1.6963 0.8096 -0.274
H 0.704 -0.267 -1.101 1.4598 -1.5189 -0.2995 0.208
C 1.517 1.044 1.373 0.1127 -1.4901 -0.0439 0.071
N 1.442 2.135 1.070 0.0534 1.3531 0.0203 -0.299
H 1.559 -0.022 1.477 0.0385 0.2450 0.2956 0.228
O -1.411 -3.550 -0.358 0.3089 0.7247 0.6742 -0.657
S -1.008 -2.493 0.624 -0.3522 -0.7596 -0.6421 0.664
```
Positions in Å, forces in eV/Å.

Properties
Orbital gap (alpha / beta) in Eh: 0.282 / 0.283
Strongest force on any atom in eV/Å: 6.20
E_HOMO (alpha / beta) in Eh: -0.3528 / -0.3533
SMILES: C#CF.C#N.O=S
LUMO (alpha / beta) in eV: -1.92 / -1.91

No. 5
Formula: C3H2FNOS
Source: the OMol25 dataset
Level of theory: ωB97M-V with the def2-TZVPD basis set

The geometry in XYZ format:
```
9
Properties=species:S:1:pos:R:3:forces:R:3:nbo_charge:R:1
F 1.950 -0.311 0.206 -1.8910 -0.0666 -0.1470 -0.336
C 0.566 -0.069 0.433 1.2040 3.4636 -0.0196 0.066
C -0.414 -1.173 0.266 0.2000 3.0957 -0.4573 -0.028
N -1.428 -0.796 -0.407 -0.0993 -1.7209 0.3370 -0.028
O -1.260 0.436 -0.946 0.1747 1.6348 -0.1921 -0.331
C -0.077 1.028 -0.552 0.1453 -4.1241 0.3746 0.080
S 0.512 2.316 -1.179 0.6777 1.8969 -0.4868 0.134
H 0.571 0.600 1.365 -0.2998 -1.8125 -0.4520 0.226
H -0.418 -2.032 0.815 -0.1116 -2.3668 1.0431 0.217
```
Positions in Å, forces in eV/Å.

Properties
Orbital gap in Eh: 0.324
Strongest force on any atom in eV/Å: 4.14
E_HOMO in Eh: -0.3517
SMILES: F[C@@H]1C=NOC1=S
LUMO in eV: -0.75

No. 6
Formula: C3H2FeLiO3
Source: the OMol25 dataset
Level of theory: ωB97M-V with the def2-TZVPD basis set

The geometry in XYZ format:
```
10
Properties=species:S:1:pos:R:3:forces:R:3:nbo_charge:R:1
O 0.385 -0.707 -3.355 -0.8024 1.0735 -0.6615 -0.405
O 1.873 -1.666 -0.978 -4.8370 2.1549 -0.2516 -0.485
C 3.199 -1.573 -1.032 4.6243 -0.0318 -0.8226 0.335
C 1.021 -0.594 -1.350 2.2010 -3.0328 4.0104 0.301
O 3.738 -0.723 -1.745 -1.6590 -0.4182 0.4722 -0.720
C 0.338 0.110 -2.285 -2.1979 -3.0386 -1.2410 0.138
Fe 4.073 -3.147 -0.099 0.1811 0.1660 0.1189 0.985
H -0.582 0.641 -2.012 0.5937 1.4819 -0.6029 0.317
H 0.204 -1.655 -2.136 1.0444 1.5336 -0.5141 0.568
Li 2.802 -0.043 -3.258 0.8519 0.1113 -0.5078 0.966
```
Positions in Å, forces in eV/Å.

Properties
Orbital gap (alpha / beta) in Eh: 0.229 / 0.131
Net charge: +2
⟨S²⟩: 8.820
Multiplicity: 6
Strongest force on any atom in eV/Å: 5.49
E_HOMO (alpha / beta) in Eh: -0.6501 / -0.5937
LUMO (alpha / beta) in eV: -11.45 / -12.58

No. 7
Formula: C3H2GdO3
Source: the OMol25 dataset
Level of theory: ωB97M-V with the def2-TZVPD basis set

The geometry in XYZ format:
```
9
Properties=species:S:1:pos:R:3:forces:R:3:lowdin_spin:R:1
C 1.028 1.688 0.012 1.2117 -0.1677 0.4757 -0.001
C 0.186 1.163 0.784 -0.2930 -1.7556 -4.2080 0.001
O -0.700 0.263 0.740 -1.3519 -0.5409 1.5019 0.030
C -0.821 -0.831 -0.743 5.4117 0.1719 -0.1507 0.008
O -0.104 -0.449 -1.673 -1.6441 1.4952 2.0366 0.001
O -1.018 -1.880 -0.196 -2.2383 -0.6940 0.9057 0.089
H 2.037 2.072 0.087 -0.3316 0.4278 -0.4655 0.000
Gd -1.259 -2.643 2.265 0.0990 0.8036 -1.3701 7.871
H 0.652 0.617 -1.276 -0.8634 0.2598 1.2746 0.000
```
Positions in Å, forces in eV/Å.

Properties
Orbital gap (alpha / beta) in Eh: 0.240 / 0.235
Net charge: +2
⟨S²⟩: 20.019
Multiplicity: 9
Strongest force on any atom in eV/Å: 5.42
E_HOMO (alpha / beta) in Eh: -0.6209 / -0.6209
LUMO (alpha / beta) in eV: -10.38 / -10.50

No. 8
Formula: C3H2IN
Source: the OMol25 dataset
Level of theory: ωB97M-V with the def2-TZVPD basis set

The geometry in XYZ format:
```
7
Properties=species:S:1:pos:R:3:forces:R:3:nbo_charge:R:1
C -0.111 0.960 -0.015 3.0007 -1.8131 0.3567 0.134
C 0.331 -1.004 0.035 2.2989 4.4372 -0.2999 -0.096
C 1.284 -0.034 0.023 -2.5306 0.7661 -0.0975 -0.272
N -0.846 -0.037 -0.006 -1.1797 -2.5743 0.0406 -0.378
I 3.356 0.088 -0.011 -0.6145 -0.0632 0.0543 0.208
H -0.454 1.918 0.158 -0.2052 2.2611 -0.0763 0.194
H 0.600 -1.987 0.038 -0.7695 -3.0138 0.0220 0.211
```
Positions in Å, forces in eV/Å.

Properties
Orbital gap in Eh: 0.322
Strongest force on any atom in eV/Å: 5.01
E_HOMO in Eh: -0.3251
LUMO in eV: -0.10